[1]
# C33H54Cl2N2O2P2Pr

C33H54Cl2N2O2P2Pr as an isolated structure at a distorted geometry (the ωB97M-V functional and the def2-TZVPD basis, the OMol25 dataset).

```
96
Properties=species:S:1:pos:R:3
Pr -0.628 -0.621 -0.352
Cl -0.520 0.801 -2.609
P -3.050 -1.485 -1.803
C -3.373 -2.369 -3.380
C -3.881 -2.508 -0.505
C -3.970 0.118 -2.023
C -2.152 -3.215 -3.754
H -3.460 -1.545 -4.114
C -4.652 -3.207 -3.450
H -4.646 -4.043 -2.741
H -4.692 -3.633 -4.462
H -5.562 -2.611 -3.301
H -1.228 -2.625 -3.710
H -2.314 -3.569 -4.782
H -2.044 -4.094 -3.101
H -3.566 0.443 -3.003
C -3.553 1.166 -0.974
C -5.485 -0.034 -2.159
H -5.771 -0.433 -3.139
H -5.943 0.960 -2.075
H -5.920 -0.666 -1.373
H -3.501 0.770 0.061
H -4.288 1.992 -0.979
H -2.570 1.591 -1.260
C -3.141 -3.845 -0.306
H -4.875 -2.710 -0.933
C -4.055 -1.765 0.824
H -3.196 -4.493 -1.191
H -3.636 -4.370 0.523
H -2.077 -3.711 -0.036
H -3.100 -1.510 1.322
H -4.609 -2.439 1.491
H -4.656 -0.854 0.718
Cl 0.592 -2.581 0.952
H 0.429 -1.838 -1.944
P 3.459 -0.421 -1.836
C 3.888 1.106 -2.760
C 4.346 -0.420 -0.212
C 3.845 -1.848 -2.915
C 2.759 2.129 -2.587
H 3.887 0.778 -3.816
C 5.253 1.706 -2.437
H 5.289 2.099 -1.415
H 5.420 2.551 -3.121
H 6.071 0.993 -2.577
H 1.793 1.686 -2.861
H 2.941 2.997 -3.234
H 2.649 2.503 -1.559
H 3.265 -1.631 -3.832
C 3.326 -3.182 -2.345
C 5.322 -1.902 -3.293
H 5.608 -1.046 -3.915
H 5.483 -2.811 -3.884
H 5.980 -1.943 -2.415
H 2.463 -3.056 -1.681
H 4.114 -3.719 -1.808
H 3.012 -3.819 -3.185
C 3.702 0.588 0.760
H 5.362 -0.083 -0.468
C 4.414 -1.808 0.429
H 3.645 1.606 0.354
H 4.291 0.637 1.688
H 2.683 0.274 1.032
H 3.409 -2.201 0.632
H 4.931 -1.721 1.393
H 4.963 -2.531 -0.183
O 1.225 3.493 -0.055
C 0.450 2.935 0.705
N -0.225 3.485 1.820
C -0.400 2.433 2.799
C -0.551 1.277 1.810
O -1.243 0.217 1.965
N 0.087 1.567 0.667
C 0.909 2.266 3.600
C 1.402 0.986 3.819
C 2.616 0.807 4.487
C 3.327 1.906 4.964
C 2.823 3.197 4.757
C 1.600 3.382 4.097
C -1.648 2.562 3.647
C -1.638 2.265 5.018
C -2.834 2.332 5.747
C -4.025 2.692 5.116
C -4.028 2.979 3.746
C -2.836 2.926 3.014
H 0.054 4.415 2.100
H 0.847 0.120 3.452
H 2.987 -0.211 4.621
H 4.282 1.761 5.482
H 3.379 4.068 5.107
H 1.214 4.397 3.962
H -0.707 1.960 5.500
H -2.814 2.088 6.812
H -4.956 2.724 5.682
H -4.954 3.238 3.235
H -2.826 3.155 1.943
```

Properties
HOMO-LUMO gap (spin up / spin down) = 0.2073 / 0.2080 Ha
Multiplicity = 3
⟨S²⟩ = 2.01
LUMO level (spin up / spin down) = 2.4 / 2.4 eV
Total energy = -3670.1465 Ha
Net charge = -1

Mulliken atomic charge list, values in e, 2 entries: Pr 0.19; Cl -0.61

[2]
# C33H54F3N2O14

A 5-piece molecular cluster, C33H54F3N2O14 overall at a distorted geometry (the ωB97M-V functional and the def2-TZVPD basis, the OMol25 dataset).

```
106
Properties=species:S:1:pos:R:3
O 2.891 2.881 7.390
N 2.094 2.882 6.539
O 2.692 2.738 5.292
C 1.767 2.284 4.310
C 1.131 0.867 4.538
C 1.808 -0.077 5.530
C 3.051 -0.829 5.023
C 4.178 0.107 4.615
C 4.436 0.397 3.275
C 5.452 1.295 2.943
C 6.197 1.877 3.961
C 5.942 1.589 5.298
C 4.930 0.697 5.633
C 0.967 0.231 3.122
C -0.251 -0.706 3.310
N -0.983 -0.212 4.542
C -0.394 1.160 4.772
C -0.857 1.811 6.056
C -1.113 3.323 5.960
C -1.766 3.772 4.712
F -2.784 3.030 4.202
C -1.424 4.888 4.052
F -2.278 5.778 3.619
F -0.190 5.240 3.781
H 2.331 2.276 3.385
H 0.979 3.026 4.186
H 1.073 -0.851 5.783
H 2.066 0.402 6.470
H 2.820 -1.509 4.205
H 3.454 -1.438 5.830
H 3.795 -0.067 2.539
H 5.604 1.520 1.898
H 6.969 2.586 3.698
H 6.503 2.054 6.095
H 4.706 0.484 6.669
H 1.741 -0.459 2.815
H 0.820 0.984 2.356
H -0.986 -0.693 2.509
H -0.018 -1.747 3.508
H -0.926 -0.831 5.350
H -1.985 -0.040 4.442
H -0.659 1.648 3.838
H -1.803 1.346 6.349
H -0.165 1.602 6.868
H -1.743 3.607 6.805
H -0.209 3.916 6.075
C 2.429 3.691 -2.340
C 1.408 2.693 -1.840
O 1.619 1.385 -2.396
C 2.618 0.682 -1.868
O 3.334 1.029 -0.963
O 2.699 -0.472 -2.527
C 3.795 -1.308 -2.135
H 2.443 3.705 -3.430
H 2.193 4.691 -1.976
H 3.432 3.431 -2.002
H 0.411 2.987 -2.161
H 1.400 2.637 -0.750
H 3.791 -1.479 -1.061
H 4.737 -0.859 -2.442
H 3.662 -2.254 -2.651
C -4.869 6.592 2.385
C -5.369 5.172 2.539
O -6.790 5.115 2.708
C -7.502 5.287 1.591
O -7.053 5.456 0.487
O -8.791 5.238 1.912
C -9.682 5.484 0.819
H -5.207 7.208 3.220
H -3.788 6.614 2.344
H -5.250 7.047 1.472
H -4.952 4.726 3.442
H -5.069 4.548 1.696
H -9.467 4.823 -0.017
H -9.611 6.524 0.504
H -10.685 5.287 1.187
C -0.726 0.115 -4.715
C 0.573 -0.611 -4.996
O 0.347 -1.984 -5.358
C -0.089 -2.182 -6.603
O -0.284 -1.331 -7.430
O -0.274 -3.492 -6.773
C -0.816 -3.849 -8.048
H -1.306 -0.421 -3.961
H -0.523 1.124 -4.357
H -1.340 0.185 -5.612
H 1.185 -0.642 -4.098
H 1.151 -0.108 -5.772
H -0.221 -3.437 -8.860
H -1.846 -3.508 -8.127
H -0.795 -4.933 -8.106
C -0.534 -7.779 -6.358
C 0.788 -8.474 -6.601
O 0.611 -9.852 -6.955
C 0.214 -10.070 -8.209
O 0.018 -9.228 -9.047
O 0.070 -11.384 -8.375
C -0.427 -11.764 -9.661
H -1.122 -8.322 -5.616
H -0.370 -6.760 -6.004
H -1.129 -7.733 -7.270
H 1.379 -8.481 -5.687
H 1.374 -7.964 -7.366
H 0.180 -11.338 -10.456
H -1.464 -11.450 -9.770
H -0.372 -12.848 -9.706
```

Properties
HOMO-LUMO gap = 0.3113 Ha
LUMO level = -3.1 eV
Total energy = -2751.9465 Ha
Net charge = +1

Mulliken atomic charge list, values in e, 2 entries: O -0.42; N 0.24

[3]
# C33H54N12RbS

C33H54N12RbS as an isolated structure at a distorted geometry (the ωB97M-V functional and the def2-TZVPD basis, the OMol25 dataset).

```
101
Properties=species:S:1:pos:R:3
Rb -10.539 -18.622 -1.131
C -10.741 -23.963 -1.376
C -11.206 -22.555 -1.000
N -11.362 -21.678 -1.895
C -11.750 -21.624 -3.259
C -13.173 -20.982 -3.387
N -13.276 -19.608 -2.828
C -14.630 -19.135 -2.455
C -14.632 -17.793 -1.693
N -13.869 -17.768 -0.514
C -13.238 -16.627 0.022
C -12.620 -16.972 1.472
N -12.016 -18.305 1.393
C -12.350 -19.175 2.253
C -12.934 -18.917 3.593
C -12.278 -20.628 1.949
C -12.732 -21.629 2.816
C -12.396 -22.951 2.503
C -11.864 -23.270 1.291
C -11.576 -22.207 0.395
N -11.642 -20.943 0.791
H -9.849 -23.920 -2.036
H -11.489 -24.466 -1.980
H -10.525 -24.601 -0.519
H -11.816 -22.575 -3.819
H -11.042 -20.939 -3.795
H -13.821 -21.659 -2.826
H -13.431 -21.051 -4.485
H -12.842 -18.977 -3.495
H -15.087 -19.942 -1.836
H -15.285 -18.981 -3.306
H -15.671 -17.517 -1.386
H -14.439 -16.887 -2.320
H -13.590 -18.647 -0.120
H -13.990 -15.827 0.164
H -12.484 -16.136 -0.618
H -13.339 -16.908 2.280
H -11.813 -16.209 1.591
H -13.004 -19.813 4.165
H -13.988 -18.612 3.501
H -12.374 -18.106 4.140
H -13.438 -21.440 3.642
H -12.588 -23.739 3.270
H -11.714 -24.318 1.035
C -10.386 -15.395 -3.937
C -8.883 -15.391 -3.955
N -8.246 -15.512 -5.024
C -6.772 -15.729 -5.249
C -6.378 -17.191 -5.385
N -7.439 -18.106 -5.806
C -7.497 -19.543 -5.352
C -8.032 -19.571 -3.874
N -7.946 -20.845 -3.183
C -6.883 -20.979 -2.189
C -7.193 -20.402 -0.778
N -7.653 -19.022 -0.898
C -7.034 -17.966 -0.443
C -6.033 -18.061 0.739
C -7.360 -16.619 -0.887
C -6.807 -15.507 -0.269
C -6.792 -14.299 -0.936
C -7.445 -14.164 -2.161
C -8.179 -15.312 -2.629
N -8.153 -16.453 -1.938
H -10.664 -14.617 -4.666
H -10.764 -15.304 -2.929
H -10.689 -16.298 -4.413
H -6.151 -15.155 -4.524
H -6.504 -15.235 -6.203
H -5.820 -17.608 -4.499
H -5.637 -17.183 -6.193
H -8.315 -17.651 -5.913
H -6.446 -19.906 -5.337
H -8.050 -20.227 -6.047
H -9.149 -19.288 -3.893
H -7.589 -18.762 -3.248
H -7.844 -21.627 -3.824
H -5.932 -20.479 -2.589
H -6.683 -22.061 -2.066
H -6.309 -20.611 -0.142
H -8.024 -20.977 -0.338
H -5.581 -19.030 0.791
H -6.594 -17.848 1.654
H -5.247 -17.317 0.740
H -6.390 -15.513 0.744
H -6.202 -13.503 -0.540
H -7.497 -13.211 -2.703
C -11.627 -11.390 3.142
N -11.396 -12.595 2.347
C -11.584 -12.777 1.015
S -10.625 -14.015 0.204
N -12.493 -12.065 0.280
C -13.656 -11.358 0.733
H -11.581 -10.583 2.443
H -10.833 -11.274 3.912
H -12.599 -11.399 3.657
H -10.797 -13.301 2.743
H -12.588 -12.385 -0.675
H -13.592 -10.261 0.703
H -13.882 -11.616 1.775
H -14.522 -11.689 0.119
```

Properties
HOMO-LUMO gap = 0.2785 Ha
LUMO level = -2.2 eV
Total energy = -2368.8937 Ha
Net charge = +1

Mulliken atomic charge list, values in e, 2 entries: Rb 0.37; C -1.67

[4]
# C33H55BrN6O3S2

A 2-piece molecular cluster, C33H55BrN6O3S2 overall at a distorted geometry (the ωB97M-V functional and the def2-TZVPD basis, the OMol25 dataset).

```
100
Properties=species:S:1:pos:R:3
C 6.385 -1.219 2.327
C 6.197 -1.610 0.881
C 7.281 -1.995 0.105
C 7.073 -2.368 -1.220
C 5.804 -2.365 -1.793
C 5.655 -2.805 -3.235
C 4.961 -4.164 -3.332
C 4.939 -1.793 -4.137
C 4.719 -1.985 -0.995
O 3.466 -2.056 -1.578
C 2.617 -0.960 -1.343
N 1.271 -1.375 -1.709
C 0.602 -2.238 -0.850
S 1.410 -2.767 0.623
C -0.692 -2.660 -1.139
C -1.420 -3.529 -0.152
C -2.013 -2.755 1.068
C -1.282 -1.484 1.434
N -1.319 -0.318 0.608
O -0.666 -1.458 2.469
C -1.326 -2.272 -2.339
C -2.658 -2.835 -2.765
C -3.987 -2.040 -2.452
N -4.914 -3.039 -1.903
N -3.892 -1.001 -1.465
N -4.518 -1.534 -3.715
C -0.600 -1.382 -3.160
Br -1.392 -0.826 -4.794
C 0.672 -0.937 -2.854
C 1.409 0.011 -3.747
C 1.042 1.474 -3.404
C 2.220 2.428 -3.610
S 2.701 3.050 -1.971
C 4.920 -1.612 0.325
H 7.428 -1.330 2.597
H 6.026 -0.217 2.532
H 5.825 -1.916 2.947
H 8.286 -2.024 0.492
H 7.921 -2.674 -1.811
H 6.653 -2.947 -3.639
H 3.926 -4.091 -3.011
H 4.953 -4.479 -4.375
H 5.499 -4.927 -2.779
H 3.867 -1.868 -3.985
H 5.252 -0.770 -3.951
H 5.133 -2.058 -5.173
H 2.595 -0.643 -0.306
H 2.929 -0.115 -1.942
H 2.188 -3.768 0.150
H -2.233 -4.034 -0.650
H -0.790 -4.308 0.247
H -1.925 -3.380 1.946
H -3.078 -2.594 0.918
H -0.426 -0.123 0.185
H -1.684 0.484 1.112
H -2.715 -3.840 -2.368
H -2.630 -2.941 -3.843
H -4.739 -3.919 -2.375
H -5.867 -2.800 -2.148
H -3.620 -1.411 -0.588
H -3.228 -0.281 -1.711
H -5.484 -1.257 -3.583
H -4.027 -0.690 -3.988
H 1.171 -0.187 -4.781
H 2.484 -0.082 -3.665
H 0.172 1.806 -3.955
H 0.768 1.504 -2.348
H 3.052 1.923 -4.090
H 1.961 3.272 -4.237
H 3.786 3.784 -2.253
H 4.084 -1.335 0.947
C -3.641 5.995 3.426
C -2.727 4.782 3.679
C -2.690 4.482 5.184
C -3.978 3.882 5.763
C -4.771 3.061 4.734
C -3.930 2.536 3.566
N -3.279 3.657 2.901
O -2.567 3.290 1.839
C -4.895 1.894 2.568
C -2.939 1.475 4.034
C -1.316 5.152 3.249
H -3.661 6.233 2.361
H -3.287 6.879 3.966
H -4.666 5.797 3.742
H -1.863 3.795 5.382
H -2.440 5.399 5.723
H -3.716 3.255 6.618
H -4.618 4.673 6.161
H -5.266 2.226 5.235
H -5.575 3.678 4.326
H -5.568 2.643 2.150
H -5.499 1.130 3.065
H -4.361 1.420 1.744
H -3.466 0.630 4.484
H -2.221 1.838 4.770
H -2.371 1.088 3.188
H -0.976 6.009 3.834
H -1.273 5.426 2.197
H -0.620 4.328 3.415
```

Properties
HOMO-LUMO gap = 0.0698 Ha
LUMO level = -2.0 eV
Total energy = -5214.8881 Ha
Net charge = 0

Mulliken atomic charge list, values in e, 2 entries: C -1.49; C 0.72

Look up the total energy of the fourth one.
-5214.8881 Ha

What is the formula in the second record?
C33H54F3N2O14

What is the total energy in the fourth record?
-5214.8881 Ha

Look up the total energy of the fourth one.
-5214.8881 Ha